No. 1
ORCA calculation (ωB97M-V/def2-TZVPD) on a structure of composition C52H46BrCsI2N5OPSe.

Geometry as ORCA input:
```
! wB97M-V def2-TZVPD RIJCOSX def2/J DEFGRID3
* xyz -2 1
Cs -0.21713 0.02658 -0.63212
I -0.24712 7.96668 -4.31704
C -0.12224 5.92738 -3.82532
C -0.72142 4.98705 -4.65352
C -0.62401 3.65073 -4.31381
I -1.48969 2.19486 -5.54126
C 0.04807 3.16662 -3.14662
O 0.12317 1.95495 -2.81939
C 0.66556 4.19924 -2.34917
C 1.46283 3.72307 -1.16296
N 0.67353 3.08156 -0.10085
C 0.53082 3.84444 1.11216
C -0.34702 3.13833 2.12911
C -0.48503 3.67573 3.40806
C -1.31334 3.04346 4.31021
C -1.97246 1.88724 3.92192
C -1.76517 1.40316 2.64274
N -0.98270 2.03123 1.75581
C 0.57130 5.53515 -2.68458
H -1.25168 5.28824 -5.54598
H 2.01441 4.56585 -0.73369
H 2.19840 2.99605 -1.52206
H -0.24484 2.82122 -0.43495
H 0.11542 4.85701 0.95292
H 1.51979 3.98483 1.56244
H 0.05183 4.57918 3.67382
H -1.44314 3.44061 5.31055
H -2.62032 1.35274 4.60341
H -2.25680 0.50317 2.28445
H 1.05325 6.28037 -2.06130
Br -2.17263 -3.02206 0.69099
C -3.91856 -2.45404 1.20954
C -4.59550 -3.25411 2.08473
C -5.90512 -2.88630 2.47797
C -6.48027 -1.76034 1.96968
C -5.78271 -0.92999 1.05140
C -6.38903 0.22208 0.49655
C -5.68608 0.99060 -0.38983
C -4.35237 0.66102 -0.73841
C -3.66497 -0.43592 -0.24476
C -4.44425 -1.24150 0.65408
H -4.13690 -4.15637 2.46606
H -6.44547 -3.51252 3.17940
H -7.49018 -1.48366 2.25940
H -7.40567 0.47500 0.78287
H -6.15808 1.87006 -0.82178
H -3.84815 1.33059 -1.43602
C -0.73312 -1.22548 5.15517
C 0.28418 -0.32166 5.44542
C 1.33654 -0.15641 4.56025
C 1.41401 -0.90457 3.38103
C 0.38141 -1.79015 3.09084
C -0.68400 -1.94713 3.97228
P 2.82277 -0.55384 2.23854
C 4.21296 -0.75835 3.45828
C 4.22524 -1.74672 4.44416
C 5.30523 -1.88818 5.30098
C 6.40604 -1.04348 5.18371
C 6.41207 -0.06108 4.20676
C 5.31825 0.07800 3.35589
C 3.00318 -2.05819 1.20137
C 4.18852 -2.80022 1.17465
C 4.31549 -3.84653 0.26934
C 3.25226 -4.13587 -0.58164
C 2.08192 -3.38227 -0.51682
C 1.89720 -2.29139 0.35473
H -1.56764 -1.34692 5.83635
H 0.24779 0.26650 6.35564
H 2.11950 0.55966 4.78980
H 0.41288 -2.33154 2.15156
H -1.48482 -2.63005 3.71320
H 3.37419 -2.41251 4.53190
H 5.29494 -2.66232 6.05938
H 7.25222 -1.15412 5.85179
H 7.26480 0.60037 4.10780
H 5.31795 0.85107 2.59474
H 5.01980 -2.57536 1.83677
H 5.23227 -4.42557 0.22798
H 3.34549 -4.94934 -1.29906
H 1.28629 -3.64279 -1.21841
C 0.38015 -4.50605 -3.81733
N -1.01058 -4.55726 -3.41562
C -1.72675 -5.68720 -3.07011
C -2.95685 -5.27602 -2.69708
N -2.98243 -3.90462 -2.82291
C -4.07951 -3.01270 -2.47593
C -1.78077 -3.44837 -3.25194
Se -1.29887 -1.70552 -3.48159
H 0.74626 -5.52669 -3.91564
H 0.96877 -3.96703 -3.07536
H 0.47104 -3.97750 -4.76540
H -1.29867 -6.67237 -3.11394
H -3.80913 -5.83442 -2.35495
H -4.97635 -3.61053 -2.31951
H -4.22994 -2.30039 -3.28519
H -3.83591 -2.43719 -1.58589
C 5.72534 0.75302 -5.06893
C 4.65737 0.48312 -4.04228
C 4.83310 0.81176 -2.70692
C 3.81460 0.53844 -1.80207
N 2.66582 -0.02441 -2.14900
C 2.49199 -0.34393 -3.43018
C 3.45405 -0.11214 -4.40081
H 6.53747 1.34526 -4.64673
H 5.31373 1.29345 -5.92301
H 6.14721 -0.18284 -5.44261
H 5.75130 1.27901 -2.36897
H 3.92471 0.77945 -0.74832
H 1.53911 -0.79548 -3.68865
H 3.25613 -0.37838 -5.43308
*
```

Values from the calculation:
energy relative to the best compared isomer or geometry (same formula, charge and spin): 46.8 kcal per mole
energy: -8290.473784 hartree
HOMO level: -0.0634 Eh
Kohn-Sham gap: 5.16 eV

Results of the Mulliken charge analysis, in e, for atoms 1 through 2:
1 Cs 0.993
2 I -0.072

No. 2
ORCA calculation (ωB97M-V/def2-TZVPD) on a cluster of 2 separate species, C6H16O in total in a non-equilibrium geometry.

Geometry as ORCA input:
```
! wB97M-V def2-TZVPD RIJCOSX def2/J DEFGRID3
* xyz -1 2
C -0.90860 2.37141 2.43302
C -0.05263 1.11684 2.49112
C 0.30103 0.79676 0.95754
C 1.20296 -0.41854 0.77359
C 0.78607 -1.26799 -0.42266
C 0.02078 -2.75701 -0.24607
H -1.80458 2.01310 1.84443
H -1.36664 2.95413 3.20700
H -0.18040 3.16106 1.92825
H 0.65814 1.32727 3.27529
H -0.64058 0.35917 3.07260
H -0.58120 0.62167 0.32692
H 0.82089 1.76935 0.66325
H 1.25646 -1.06011 1.68728
H 2.17971 -0.11538 0.48440
H 0.09895 -0.85738 -1.20390
H 1.72627 -1.36321 -1.03803
H 0.59236 -3.59996 -0.30966
H -0.90736 -2.75532 -0.86875
H -0.28998 -2.72307 0.81458
H -1.42051 0.76703 -6.98402
H -0.89210 -0.47751 -6.11396
O -0.59905 0.13768 -6.77221
*
```

Values from the calculation:
energy relative to the best compared isomer or geometry (same formula, charge and spin): 55.2 kcal per mole
energy: -313.306186 hartree
HOMO level (spin up / spin down): 0.0458 / -0.2512 Eh
Kohn-Sham gap (spin up / spin down): 1.91 / 9.90 eV

Results of the Mulliken charge analysis, in e, for atoms 1 through 2:
1 C -1.232
2 C -0.432

No. 3
ORCA calculation (ωB97M-V/def2-TZVPD) on the molecule C5H5Cl in a non-equilibrium geometry.

Geometry as ORCA input:
```
! wB97M-V def2-TZVPD RIJCOSX def2/J DEFGRID3
* xyz 0 1
C -2.65822 -0.39765 -0.08614
C -1.56209 0.14499 0.04870
C -0.23732 0.66108 0.28620
Cl -0.03843 2.43641 -0.09593
C 0.84852 -0.10472 -0.48341
C 1.91334 -0.65938 0.09134
H -3.55032 -0.89410 -0.32790
H -0.04635 0.61678 1.37842
H 0.62943 -0.19927 -1.58492
H 2.77358 -0.92403 -0.42621
H 1.92785 -0.68010 1.19986
*
```

Values from the calculation:
energy relative to the best compared isomer or geometry (same formula, charge and spin): 47.6 kcal per mole
energy: -653.604956 hartree
HOMO level: -0.3692 Eh
SMILES string: C#C[C@H](Cl)C=C
Kohn-Sham gap: 10.79 eV

Results of the Mulliken charge analysis, in e, for atoms 1 through 2:
1 C -0.017
2 C -0.602

No. 4
ORCA calculation (ωB97M-V/def2-TZVPD) on a structure of composition C11H14BF3N6O3ReS in a non-equilibrium geometry.

Geometry as ORCA input:
```
! wB97M-V def2-TZVPD RIJCOSX def2/J DEFGRID3
* xyz 4 4
C -0.27976 3.07711 -0.60774
N -0.10247 1.76818 -1.06214
N 0.07605 1.86710 -2.46634
C -0.02109 3.15467 -2.82700
C -0.23460 3.94178 -1.71494
B 0.25119 0.58861 -3.32351
N 1.35964 -0.34066 -2.74326
N 1.42140 -0.65693 -1.35047
C 2.55031 -1.45813 -1.17884
C 3.14349 -1.63279 -2.41704
C 2.38073 -0.93955 -3.34982
Re -0.16093 -0.09180 -0.41374
N -1.05234 -0.25206 -3.35081
N -1.60555 -0.73630 -2.18742
C -2.76184 -1.36878 -2.58920
C -2.90646 -1.26267 -3.97481
C -1.80685 -0.57364 -4.41915
H -3.48362 -1.86882 -1.93823
H -1.48599 -0.25629 -5.41391
H -3.72401 -1.61662 -4.60981
H 0.55600 0.86312 -4.45548
H 2.49376 -0.81005 -4.40774
H 0.08918 3.36178 -3.92688
H 4.02686 -2.19186 -2.64066
H -0.36227 5.04166 -1.68325
H 2.83442 -1.83654 -0.20637
H -0.43142 3.24378 0.42793
H -0.85278 -1.73041 -0.17671
C -0.17483 -1.78205 0.82079
H 0.52427 -2.60726 0.63731
H 0.45414 -0.68327 1.22479
H -0.92961 -2.13846 1.53914
F -1.77936 0.85711 4.61941
C -1.22667 0.24082 3.56353
F -0.03895 0.81964 3.27499
F -1.02090 -1.05798 3.84713
S -2.37641 0.39730 2.09293
O -2.91490 -0.89606 1.81118
O -3.21154 1.52977 2.32043
O -1.43708 0.75547 0.95511
*
```

Values from the calculation:
energy relative to the best compared isomer or geometry (same formula, charge and spin): 58.3 kcal per mole
energy: -1780.737375 hartree
HOMO level (spin up / spin down): -0.8698 / -0.8500 Eh
Kohn-Sham gap (spin up / spin down): 5.44 / 4.55 eV

Results of the Mulliken charge analysis, in e, for atoms 1 through 2:
1 C -0.104
2 N 0.019

No. 5
ORCA calculation (ωB97M-V/def2-TZVPD) on the molecule C3H6O.

Geometry as ORCA input:
```
! wB97M-V def2-TZVPD RIJCOSX def2/J DEFGRID3
* xyz 0 1
C -0.56467 0.98474 -0.27173
C 0.64075 0.08594 0.06059
C 0.14017 -1.30602 0.35368
O 0.02517 -1.78448 1.45535
H -1.38676 0.40111 -0.70339
H -0.94847 1.46770 0.63073
H -0.30168 1.76065 -0.99426
H 1.19356 0.45521 0.92878
H 1.32674 0.03760 -0.79379
H -0.18278 -1.87161 -0.55078
*
```

Values from the calculation:
energy relative to the best compared isomer or geometry (same formula, charge and spin): 9.5 kcal per mole
energy: -193.128081 hartree
HOMO level: -0.3617 Eh
SMILES string: CCC=O
Kohn-Sham gap: 10.86 eV

Results of the Mulliken charge analysis, in e, for atoms 1 through 2:
1 C -1.012
2 C -0.256

Q: Which of these has the lowest energy relative to the best compared isomer or geometry (same formula, charge and spin)?
A: C3H6O